[1]
Formula: C21H25N2O3S
Source: OMol25
Level of theory: ωB97M-V/def2-TZVPD

Element x y z (Å)
C: 2.192 -2.345 1.862
O: 2.852 -2.636 0.643
C: 4.070 -1.937 0.482
C: 4.309 -1.479 -0.966
C: 3.064 -0.902 -1.698
C: 2.159 -0.001 -0.838
C: 2.923 1.137 -0.108
C: 2.213 2.506 -0.165
C: 1.390 2.843 1.141
C: -0.085 2.609 0.823
C: -0.750 3.497 0.011
C: -2.078 3.270 -0.321
N: -2.813 4.133 -1.133
C: -2.685 2.130 0.193
C: -2.026 1.263 1.030
C: -0.691 1.495 1.362
N: -2.685 0.138 1.555
C: -3.359 -0.663 0.583
C: -3.140 -2.030 0.589
C: -3.767 -2.795 -0.375
C: -3.474 -4.304 -0.370
O: -2.287 -4.653 -0.114
O: -4.410 -5.109 -0.591
C: -4.594 -2.198 -1.299
C: -4.844 -0.843 -1.294
C: -4.207 -0.085 -0.331
S: -4.381 1.696 -0.184
H: 1.775 -3.281 2.250
H: 1.360 -1.636 1.730
H: 2.870 -1.930 2.622
H: 4.171 -1.063 1.142
H: 4.898 -2.618 0.750
H: 5.156 -0.782 -1.027
H: 4.625 -2.374 -1.525
H: 2.514 -1.762 -2.099
H: 3.436 -0.352 -2.577
H: 1.595 -0.648 -0.157
H: 1.398 0.421 -1.511
H: 3.880 1.252 -0.639
H: 3.112 0.796 0.918
H: 1.505 2.492 -1.002
H: 2.910 3.326 -0.380
H: 1.580 3.879 1.440
H: 1.738 2.140 1.904
H: -0.254 4.379 -0.392
H: -2.252 4.591 -1.837
H: -3.628 3.686 -1.538
H: -0.163 0.806 2.017
H: -2.090 -0.412 2.157
H: -2.484 -2.443 1.350
H: -5.053 -2.832 -2.054
H: -5.492 -0.370 -2.027

Summary:
Total charge: -1
Structure (SMILES): COCCCCCCCc1cc(N)c2c(c1)Nc1cc(C(=O)[O-])ccc1S2
HOMO energy (eV): -4.23
Lowest unoccupied orbital energy (eV): 2.56
2S+1: 1
E_tot (eV): -42142.3825
F_max (eV Å⁻¹): 2.1
Energy above the lowest of the compared OMol25 structures with the same formula, charge and spin (eV): 0.475


[2]
Formula: C26H75F3N15O13S
Source: OMol25
Level of theory: ωB97M-V/def2-TZVPD

Element x y z (Å)
C: -0.863 1.640 0.175
F: -1.664 2.178 -0.683
F: 0.382 2.047 -0.207
F: -1.113 2.052 1.403
S: -1.034 -0.236 0.076
O: -0.550 -0.568 -1.259
O: -0.287 -0.853 1.150
O: -2.497 -0.484 0.154
C: -1.896 0.275 -4.366
O: -2.220 0.371 -5.537
N: -2.620 -0.059 -3.358
N: -0.726 0.564 -3.888
H: -2.189 -0.070 -2.444
H: -3.626 0.021 -3.385
H: -0.434 0.300 -2.958
H: 0.014 0.879 -4.498
C: -2.987 -3.433 2.707
O: -2.394 -3.160 3.731
N: -3.353 -2.638 1.753
N: -3.660 -4.553 2.620
H: -3.880 -2.954 0.952
H: -2.876 -1.768 1.562
H: -3.947 -4.843 1.696
H: -3.234 -5.230 3.237
C: 2.682 -1.169 -3.385
O: 2.435 -1.017 -4.590
N: 1.849 -1.287 -2.402
N: 3.928 -1.179 -2.904
H: 0.857 -1.102 -2.452
H: 2.206 -1.243 -1.458
H: 4.709 -0.873 -3.466
H: 4.179 -1.337 -1.939
C: -5.758 -0.482 -1.187
O: -6.897 -0.442 -1.701
N: -5.121 0.418 -0.555
N: -4.975 -1.500 -1.204
H: -5.505 1.321 -0.314
H: -4.171 0.289 -0.238
H: -4.122 -1.459 -0.665
H: -5.216 -2.333 -1.722
C: 0.358 -0.267 4.723
O: 0.599 -0.030 5.858
N: 0.180 0.609 3.804
N: 0.259 -1.470 4.271
H: 0.165 1.595 4.022
H: 0.269 0.272 2.856
H: 0.381 -2.292 4.844
H: 0.099 -1.518 3.275
C: 0.275 4.150 -3.302
C: 0.335 3.570 -4.668
C: 0.005 4.804 -5.646
O: -0.455 4.413 -6.887
C: -1.672 3.555 -6.887
N: 1.716 3.137 -4.875
H: 0.790 3.431 -2.665
H: -0.675 4.440 -2.852
H: 0.865 5.057 -3.173
H: -0.422 2.809 -4.854
H: 0.936 5.340 -5.830
H: -0.764 5.496 -5.304
H: -1.673 2.533 -6.507
H: -2.212 3.492 -7.832
H: -2.311 4.040 -6.150
H: 2.328 3.941 -4.890
H: 2.071 2.614 -4.088
C: -4.687 0.512 3.235
C: -3.253 0.826 3.756
C: -3.083 2.319 4.273
O: -1.671 2.579 4.525
C: -1.289 3.764 5.148
N: -3.153 -0.067 4.882
H: -5.437 0.873 3.939
H: -4.775 -0.542 2.970
H: -4.892 0.968 2.266
H: -2.504 0.644 2.986
H: -3.449 2.510 5.282
H: -3.462 3.092 3.605
H: -1.804 4.664 4.813
H: -0.294 3.900 4.723
H: -1.265 3.651 6.231
H: -3.130 -1.005 4.508
H: -2.229 0.038 5.277
C: 4.059 -0.396 2.459
C: 3.773 -1.346 1.313
C: 3.247 -2.771 1.629
O: 3.781 -3.525 2.783
C: 5.157 -3.951 2.689
N: 2.857 -0.588 0.459
H: 3.246 -0.067 3.105
H: 4.610 0.437 2.024
H: 4.734 -0.902 3.150
H: 4.601 -1.594 0.649
H: 3.322 -3.367 0.719
H: 2.174 -2.778 1.819
H: 5.215 -4.875 3.265
H: 5.791 -3.256 3.241
H: 5.487 -4.041 1.655
H: 1.917 -0.460 0.806
H: 3.237 0.337 0.316
C: 2.286 2.699 2.667
C: 3.374 3.572 2.057
C: 3.555 3.547 0.467
O: 3.823 2.162 0.223
C: 4.171 1.893 -1.136
N: 3.208 4.973 2.546
H: 1.958 1.992 1.906
H: 1.379 3.213 2.985
H: 2.716 2.152 3.506
H: 4.309 3.237 2.506
H: 4.439 4.157 0.277
H: 2.649 3.942 0.008
H: 4.827 1.026 -1.215
H: 4.826 2.713 -1.433
H: 3.273 1.853 -1.753
H: 3.284 4.772 3.533
H: 4.037 5.541 2.447
C: 0.024 -5.051 0.313
C: -0.732 -5.341 -0.994
C: -0.998 -4.119 -1.837
O: -1.036 -4.400 -3.230
C: -0.967 -3.210 -3.999
N: 0.128 -6.348 -1.629
H: 1.079 -4.842 0.135
H: -0.040 -5.901 0.991
H: -0.456 -4.212 0.818
H: -1.668 -5.847 -0.758
H: -0.158 -3.488 -1.546
H: -1.946 -3.608 -1.669
H: -0.953 -3.465 -5.059
H: -0.097 -2.588 -3.792
H: -1.890 -2.666 -3.798
H: -0.211 -6.502 -2.568
H: 0.106 -7.241 -1.159

Summary:
Total charge: -1
HOMO energy (eV): -7.05
Lowest unoccupied orbital energy (eV): 2.03
2S+1: 1
E_tot (eV): -96136.8837
F_max (eV Å⁻¹): 7.5
Energy above the lowest of the compared OMol25 structures with the same formula, charge and spin (eV): 5.832